Molecular formula: C30H24ClF6NO8PS2Sn
Method: DFT, ωB97M-V with the def2-TZVPD basis set

CARTESIAN COORDINATES (ANGSTROEM)
1 Sn 0.74658 -1.34951 2.62108
2 C -2.01554 -3.18896 -0.10407
3 C -1.09583 -2.02143 -0.29467
4 O -0.80389 -1.31112 0.65752
5 C -0.52453 -1.75020 -1.63919
6 C -0.56898 -2.75415 -2.60877
7 C 0.13996 -2.65662 -3.79199
8 C 0.93927 -1.54830 -4.01832
9 C 0.97874 -0.51872 -3.08960
10 C 0.22660 -0.60489 -1.93698
11 O 0.33466 0.48001 -1.05862
12 H -2.44526 -3.13569 0.89285
13 H -1.43964 -4.11280 -0.18616
14 H -2.80339 -3.20969 -0.85789
15 H -1.13906 -3.65023 -2.40910
16 H 0.09239 -3.45401 -4.51992
17 H 1.54260 -1.48097 -4.91328
18 H 1.60502 0.34806 -3.24721
19 Cl 1.92787 1.27905 1.34503
20 C 1.47743 2.83109 0.72301
21 C 2.20235 3.91258 1.19452
22 C 1.88544 5.19487 0.77657
23 C 0.84460 5.40621 -0.11409
24 C 0.13697 4.32378 -0.60400
25 C 0.44821 3.01884 -0.20540
26 P -0.61202 1.73987 -0.86966
27 C -1.16374 2.26954 -2.47726
28 C -0.16263 2.53890 -3.41793
29 C -0.50830 2.93719 -4.69498
30 C -1.84874 3.07914 -5.03678
31 C -2.84170 2.84249 -4.09909
32 C -2.50507 2.43952 -2.81499
33 C -1.96438 1.46972 0.24690
34 C -3.08324 0.72516 -0.14322
35 C -4.10880 0.50463 0.75415
36 C -4.02482 1.01715 2.04445
37 C -2.91691 1.75012 2.43666
38 C -1.88473 1.98440 1.54071
39 H 3.00632 3.74072 1.89645
40 H 2.45714 6.03174 1.15431
41 H 0.58674 6.40752 -0.42890
42 H -0.66325 4.48511 -1.31452
43 H 0.88136 2.45503 -3.14128
44 H 0.26406 3.14565 -5.42260
45 H -2.11800 3.38719 -6.03820
46 H -3.88137 2.98338 -4.36078
47 H -3.28319 2.28327 -2.08288
48 H -3.13960 0.29648 -1.13693
49 H -4.97064 -0.07778 0.45723
50 H -4.82780 0.83930 2.74701
51 H -2.84963 2.14045 3.44307
52 H -1.02201 2.55378 1.86016
53 F 0.94087 -6.42317 2.12516
54 C 2.18074 -6.04353 1.82876
55 F 3.01249 -6.47303 2.76024
56 F 2.52092 -6.55012 0.65135
57 S 2.18708 -4.20374 1.76287
58 O 1.23730 -3.83730 0.73347
59 O 1.80999 -3.75816 3.09795
60 N 3.68852 -3.93599 1.39716
61 S 4.20418 -2.45688 1.62318
62 O 5.12672 -2.29327 2.69319
63 O 3.10945 -1.48745 1.54389
64 C 5.12402 -2.20302 0.04699
65 F 4.28780 -2.32734 -0.98492
66 F 6.10277 -3.08465 -0.07301
67 F 5.63246 -0.97528 0.04135
68 C -1.21638 0.18373 5.87855
69 C -0.65660 -0.19814 4.54059
70 O 0.40427 0.36090 4.11978
71 O -1.20385 -1.10878 3.85400
72 H -1.10129 1.25275 6.04329
73 H -0.64223 -0.33481 6.64777
74 H -2.25680 -0.11959 5.95596

Energy above the lowest of the compared OMol25 structures with the same formula, charge and spin ... 0.089 eV
Highest occupied orbital energy ... -11.52 eV
Molecular weight ... 889.8 g/mol
Net charge ... +1
Kohn-Sham gap ... 8.2 eV
Calculated total energy ... -4225.53992 hartree

These are the Löwdin partial charges, in e, on atoms 1 to 8: 1.66 0.02 -0.37 -0.10 -0.07 0.00 -0.04 -0.03